(1)
37
Properties=species:S:1:pos:R:3:lowdin_charge:R:1 method="wB97M-V/def2-TZVPD" lumo_energy_ev=0.778 charge=-1 gap_ev=7.2
Au 0.403 0.140 -1.220 1.230
O 0.906 -3.402 -2.182 -0.136
P 0.694 -3.062 -0.624 0.193
O 0.343 -4.221 0.202 -0.279
O -0.241 -1.854 -0.646 -0.356
O 2.161 -2.514 -0.178 -0.278
P 3.200 -1.703 -1.107 0.163
O 4.094 -0.989 0.042 -0.147
O 4.043 -2.592 -1.923 -0.293
O 2.404 -0.587 -1.755 -0.394
H 1.507 -4.146 -2.298 0.079
H 4.935 -1.452 0.087 0.067
F -0.035 0.548 -3.949 0.089
C -0.677 1.724 -4.114 -0.675
F -1.495 1.600 -5.153 0.144
F 0.235 2.647 -4.400 0.143
S -1.604 2.138 -2.576 0.510
O -2.578 1.092 -2.468 -0.284
O -2.033 3.492 -2.731 -0.262
O -0.504 2.029 -1.565 -0.407
C -3.238 0.547 2.947 -0.081
C -3.291 0.235 1.572 -0.061
C -2.155 0.200 0.817 -0.025
C -0.905 0.487 1.412 -0.151
C 0.332 0.500 0.739 -0.148
C 1.545 0.729 1.297 -0.056
C 1.572 1.024 2.684 -0.060
C 0.416 1.055 3.404 -0.036
C -0.837 0.792 2.796 -0.159
C -2.040 0.815 3.543 -0.042
H -4.151 0.567 3.528 0.099
H -4.243 0.014 1.106 0.107
H -2.210 -0.056 -0.233 0.086
H 2.465 0.677 0.728 0.095
H 2.529 1.209 3.154 0.107
H 0.437 1.269 4.466 0.110
H -1.985 1.049 4.600 0.108


(2)
228
Properties=species:S:1:pos:R:3:lowdin_charge:R:1 method="wB97M-V/def2-TZVPD" lumo_energy_ev=0.187 gap_ev=9.5
C -2.683 -5.128 -7.461 -0.061
C -2.707 -4.811 -5.963 -0.551
C -1.675 -3.738 -5.737 -0.060
O -3.966 -4.407 -5.643 -0.031
H -3.242 -6.044 -7.649 0.069
H -1.668 -5.365 -7.778 0.072
H -3.176 -4.411 -8.119 0.084
H -2.443 -5.703 -5.396 0.131
H -2.120 -2.756 -5.900 0.084
H -0.802 -3.867 -6.377 0.071
H -1.272 -3.838 -4.729 0.065
H -4.002 -4.182 -4.711 0.043
C 2.169 -3.300 -2.515 -0.052
C 3.002 -2.443 -3.471 -0.532
C 3.435 -1.109 -2.836 -0.035
O 4.024 -3.203 -3.933 -0.007
H 1.196 -2.901 -2.228 0.068
H 2.754 -3.700 -1.686 0.064
H 1.797 -4.173 -3.052 0.075
H 2.330 -2.136 -4.272 0.126
H 4.104 -0.610 -3.538 0.082
H 3.981 -1.344 -1.922 0.061
H 2.625 -0.399 -2.670 0.050
H 4.527 -3.598 -3.217 0.103
C -3.920 1.031 -3.775 -0.062
C -3.910 0.057 -2.664 -0.480
C -3.998 0.777 -1.345 -0.043
O -5.022 -0.820 -2.812 -0.061
H -3.797 0.533 -4.737 0.084
H -3.188 1.815 -3.582 0.070
H -4.853 1.563 -3.960 0.090
H -2.997 -0.512 -2.837 0.130
H -5.004 1.036 -1.012 0.080
H -3.402 1.689 -1.358 0.075
H -3.608 0.113 -0.574 0.063
H -5.792 -0.247 -2.782 0.038
C 7.183 7.345 0.007 -0.040
C 6.983 5.847 -0.348 -0.470
C 6.100 5.136 0.618 -0.077
O 6.311 5.820 -1.602 -0.060
H 7.468 7.522 1.044 0.073
H 6.198 7.800 -0.091 0.084
H 7.908 7.760 -0.694 0.076
H 7.926 5.301 -0.352 0.140
H 6.072 4.055 0.478 0.081
H 5.138 5.637 0.726 0.072
H 6.547 5.293 1.600 0.074
H 6.858 6.337 -2.197 0.098
C 0.156 -8.468 -0.150 -0.047
C 1.006 -7.441 0.591 -0.511
C 1.295 -6.196 -0.238 -0.049
O 0.358 -7.019 1.758 -0.052
H -0.786 -7.993 -0.423 0.077
H -0.137 -9.277 0.520 0.076
H 0.673 -8.903 -1.006 0.086
H 1.946 -7.896 0.905 0.131
H 1.884 -6.489 -1.108 0.085
H 1.901 -5.487 0.326 0.050
H 0.384 -5.702 -0.575 0.079
H -0.213 -7.729 2.060 0.082
C -5.573 -4.515 -1.531 -0.044
C -4.069 -4.310 -1.763 -0.447
C -3.339 -5.652 -1.939 -0.038
O -3.965 -3.561 -2.970 -0.074
H -6.003 -5.058 -2.373 0.091
H -6.084 -3.560 -1.408 0.067
H -5.700 -5.042 -0.586 0.061
H -3.646 -3.682 -0.978 0.122
H -3.771 -6.223 -2.761 0.083
H -3.335 -6.307 -1.067 0.073
H -2.285 -5.507 -2.177 0.069
H -4.404 -2.720 -2.823 0.054
C 0.813 4.546 2.894 -0.025
C -0.658 4.549 2.577 -0.490
C -1.371 5.844 2.322 -0.052
O -0.835 3.869 1.348 -0.083
H 1.168 3.515 2.862 0.063
H 0.951 4.953 3.896 0.088
H 1.314 5.095 2.097 0.083
H -1.258 4.008 3.309 0.129
H -2.382 5.706 1.940 0.079
H -0.804 6.553 1.718 0.088
H -1.523 6.390 3.253 0.078
H -0.675 2.947 1.565 0.037
C 3.340 1.449 3.860 -0.051
C 2.128 1.550 4.754 -0.497
C 1.890 0.392 5.707 -0.039
O 2.264 2.785 5.430 -0.058
H 3.295 0.620 3.154 0.066
H 4.156 1.393 4.581 0.089
H 3.623 2.325 3.276 0.068
H 1.267 1.639 4.092 0.120
H 2.361 0.446 6.689 0.084
H 2.286 -0.532 5.288 0.061
H 0.823 0.199 5.815 0.070
H 3.109 2.750 5.885 0.075
C -1.043 -3.343 1.938 -0.028
C -0.559 -3.498 3.374 -0.461
C -0.221 -2.193 4.131 -0.021
O -1.531 -4.156 4.134 -0.057
H -1.773 -2.537 1.872 0.064
H -1.469 -4.234 1.478 0.082
H -0.145 -3.125 1.360 0.064
H 0.303 -4.163 3.316 0.122
H 0.456 -1.545 3.576 0.072
H 0.244 -2.461 5.080 0.081
H -1.117 -1.607 4.340 0.067
H -1.077 -4.546 4.884 0.112
C -4.645 -3.701 1.857 -0.065
C -4.860 -3.306 3.257 -0.532
C -5.064 -4.503 4.265 -0.006
O -3.781 -2.578 3.610 -0.057
H -5.500 -4.183 1.382 0.072
H -3.795 -4.380 1.921 0.088
H -4.495 -2.847 1.197 0.086
H -5.734 -2.655 3.276 0.140
H -5.678 -5.202 3.697 0.075
H -5.555 -4.100 5.151 0.078
H -4.101 -4.967 4.478 0.069
H -3.059 -3.203 3.705 0.040
C -7.556 -0.748 -0.301 -0.036
C -8.126 -0.679 -1.785 -0.476
C -9.621 -0.400 -1.676 -0.063
O -7.517 0.315 -2.530 -0.055
H -8.140 -1.484 0.251 0.069
H -7.781 0.196 0.195 0.078
H -6.498 -1.002 -0.226 0.056
H -8.012 -1.605 -2.348 0.142
H -9.986 -1.164 -0.989 0.078
H -10.120 -0.492 -2.640 0.084
H -9.888 0.556 -1.226 0.084
H -7.878 1.161 -2.253 0.109
C -4.297 1.342 2.580 -0.022
C -3.036 1.133 3.410 -0.473
C -3.292 1.057 4.909 -0.033
O -2.391 -0.047 3.036 -0.087
H -4.711 2.271 2.972 0.082
H -5.007 0.531 2.744 0.082
H -4.133 1.496 1.513 0.068
H -2.395 1.991 3.206 0.122
H -3.817 0.168 5.261 0.085
H -3.832 1.961 5.188 0.081
H -2.351 1.124 5.455 0.079
H -2.755 -0.843 3.430 0.056
C 3.094 -2.647 1.280 -0.056
C 3.600 -3.182 2.605 -0.454
C 3.634 -4.711 2.557 -0.033
O 4.929 -2.656 2.658 -0.066
H 3.730 -3.001 0.468 0.075
H 3.189 -1.561 1.245 0.065
H 2.069 -2.923 1.036 0.065
H 3.078 -2.703 3.433 0.131
H 3.985 -5.106 1.604 0.089
H 2.611 -4.984 2.816 0.069
H 4.309 -5.121 3.308 0.079
H 5.184 -2.988 3.522 0.097
C 7.093 -0.228 -1.254 -0.033
C 6.532 -0.634 0.122 -0.459
C 5.327 0.207 0.582 -0.044
O 6.178 -2.029 0.166 -0.077
H 6.301 -0.241 -2.002 0.066
H 7.937 -0.874 -1.496 0.077
H 7.428 0.803 -1.137 0.076
H 7.329 -0.605 0.864 0.128
H 5.542 1.274 0.522 0.071
H 5.069 -0.062 1.607 0.057
H 4.486 0.000 -0.078 0.061
H 5.669 -2.123 0.975 0.012
C -0.761 0.582 -6.178 -0.031
C -0.240 1.360 -4.990 -0.565
C 0.033 0.518 -3.764 -0.039
O 0.938 1.917 -5.311 -0.030
H -0.906 1.223 -7.049 0.087
H -1.706 0.121 -5.891 0.063
H -0.045 -0.207 -6.406 0.083
H -0.905 2.158 -4.662 0.130
H -0.932 0.245 -3.338 0.060
H 0.707 1.012 -3.064 0.074
H 0.510 -0.409 -4.083 0.072
H 1.574 1.216 -5.468 0.099
C -0.760 -0.377 -0.299 -0.045
C 0.148 0.169 0.748 -0.444
C 1.144 1.157 0.132 -0.043
O -0.568 1.067 1.601 -0.072
H -1.248 0.466 -0.788 0.076
H -1.563 -0.934 0.185 0.064
H -0.216 -1.084 -0.924 0.084
H 0.717 -0.623 1.235 0.114
H 1.919 1.443 0.843 0.072
H 0.688 2.095 -0.186 0.078
H 1.739 0.786 -0.703 0.053
H -1.255 0.539 2.013 0.023
C -1.102 4.482 -2.102 -0.034
C -2.310 5.390 -1.756 -0.471
C -3.511 5.216 -2.688 -0.062
O -2.853 4.957 -0.534 -0.077
H -1.399 3.457 -1.882 0.072
H -0.200 4.798 -1.577 0.065
H -0.913 4.624 -3.166 0.074
H -2.071 6.453 -1.711 0.131
H -3.922 4.207 -2.720 0.063
H -3.243 5.493 -3.708 0.074
H -4.359 5.840 -2.407 0.076
H -2.171 4.622 0.053 0.028
C 3.147 4.158 -0.708 -0.049
C 3.710 3.159 -1.758 -0.455
C 3.331 3.559 -3.158 -0.048
O 5.128 3.222 -1.647 -0.079
H 3.487 5.153 -0.996 0.077
H 3.477 3.915 0.302 0.065
H 2.069 4.297 -0.629 0.056
H 3.401 2.147 -1.496 0.109
H 2.242 3.538 -3.208 0.071
H 3.659 2.853 -3.922 0.076
H 3.781 4.515 -3.423 0.087
H 5.438 4.130 -1.693 0.027
C 4.578 7.477 3.041 -0.050
C 4.556 6.549 4.240 -0.529
C 4.701 5.069 4.027 -0.042
O 5.584 6.935 5.082 -0.034
H 4.412 8.548 3.150 0.082
H 3.845 7.206 2.281 0.074
H 5.563 7.374 2.584 0.059
H 3.608 6.728 4.746 0.134
H 5.735 4.789 3.826 0.085
H 4.052 4.801 3.193 0.069
H 4.348 4.456 4.857 0.066
H 5.263 7.762 5.450 0.094


(3)
52
Properties=species:S:1:pos:R:3:lowdin_charge:R:1 method="wB97M-V/def2-TZVPD" lumo_energy_ev=0.137 gap_ev=9.0 smiles="C=C(/C=C/C)CCC.O.O.O.O.O.O.O.O.O.O"
C 0.560 -2.377 -1.027 -0.108
C -0.129 -1.444 -1.996 -0.224
C 0.734 -0.151 -2.154 -0.151
C 0.172 1.029 -1.366 -0.320
C 0.404 2.247 -1.865 0.032
C -0.293 1.179 2.495 -0.093
C 0.199 1.464 1.114 -0.138
C -0.275 0.900 0.019 -0.099
H -0.008 -2.766 -0.152 0.076
H 1.538 -2.143 -0.643 0.043
H 0.737 -3.346 -1.561 0.082
H -1.126 -1.183 -1.659 0.056
H -0.223 -1.893 -2.994 0.108
H 0.991 0.112 -3.174 0.101
H 1.745 -0.301 -1.747 0.104
H 0.335 3.183 -1.334 0.072
H 0.739 2.310 -2.886 0.048
H -1.359 1.086 2.653 0.038
H -0.120 1.880 3.314 0.079
H 0.041 0.137 2.697 0.089
H 1.065 2.118 1.176 0.097
H -1.190 0.278 0.175 0.120
H -2.756 0.140 -2.145 0.034
H -2.295 1.551 -2.760 0.057
O -2.973 1.067 -2.288 -0.027
H 3.370 -1.991 1.144 0.000
H 3.706 -3.251 1.886 0.031
O 2.978 -2.649 1.729 -0.056
H 3.908 0.086 -0.206 -0.004
H 5.373 -0.503 0.182 0.027
O 4.641 -0.504 -0.415 -0.061
H 4.043 2.267 -2.446 0.019
H 3.297 2.033 -3.668 0.061
O 3.496 2.777 -3.058 -0.058
H -2.012 -2.191 3.971 -0.008
H -3.013 -1.057 3.441 0.029
O -2.147 -1.247 3.844 -0.069
H -0.441 -3.237 3.257 0.042
H -1.232 -4.335 2.686 0.055
O -1.073 -3.908 3.541 -0.053
H -4.714 1.112 1.351 0.034
H -3.182 1.062 1.737 -0.010
O -4.030 0.625 1.821 -0.071
H -4.347 -1.796 -0.819 0.042
H -3.248 -1.234 0.140 0.023
O -3.412 -1.662 -0.706 -0.040
H -3.251 1.953 -0.971 -0.008
H -3.097 3.237 -0.141 0.049
O -3.389 2.318 -0.057 -0.092
H 3.345 2.378 -0.762 0.018
H 4.257 2.611 0.553 0.064
O 3.664 2.027 0.076 -0.039


(4)
19
Properties=species:S:1:pos:R:3:lowdin_charge:R:1 method="wB97M-V/def2-TZVPD" lumo_energy_ev=0.332 gap_ev=8.8
C -1.957 -0.186 1.993 -0.216
C -1.581 -1.355 1.447 0.098
C -1.264 0.942 1.276 -0.306
C -0.848 0.140 0.026 -0.192
C 2.056 1.291 -0.600 -0.207
C 0.711 -1.251 -1.951 -0.237
Si 0.943 -0.254 -0.398 0.546
H -2.255 0.058 3.023 0.090
H -2.069 -2.238 1.502 0.004
H -1.949 1.856 0.994 0.129
H -0.471 1.621 1.709 0.107
H -1.724 -0.004 -0.601 0.063
H 3.141 1.254 -0.508 0.027
H 1.827 1.416 -1.665 0.017
H 1.750 2.185 -0.153 -0.010
H -0.088 -0.842 -2.612 0.046
H 1.626 -1.201 -2.534 0.019
H 0.502 -2.258 -1.660 0.013
H 1.650 -1.177 0.711 0.008


(5)
15
Properties=species:S:1:pos:R:3:lowdin_charge:R:1 method="wB97M-V/def2-TZVPD" lumo_energy_ev=0.885 gap_ev=9.8 smiles=Cc1c[nH]cn1.O
C -1.288 1.914 -0.500 -0.042
C -0.392 0.713 -0.474 -0.357
C 0.968 0.555 -0.652 -0.056
N 1.180 -0.806 -0.792 0.044
C -0.018 -1.422 -0.558 -0.225
N -0.950 -0.555 -0.337 0.066
H -1.178 2.511 -1.402 0.073
H -1.188 2.477 0.424 0.073
H -2.292 1.492 -0.580 0.074
H 1.872 1.132 -0.734 0.112
H 1.977 -1.437 -0.745 0.153
H -0.224 -2.477 -0.496 0.119
H 0.063 0.083 1.807 -0.005
H -0.197 -1.210 2.499 0.036
O 0.412 -0.461 2.522 -0.064


(6)
90
Properties=species:S:1:pos:R:3:lowdin_charge:R:1 method="wB97M-V/def2-TZVPD" lumo_energy_ev=0.138 gap_ev=10.0 smiles=CC(C)O.CC(C)O.CC(C)O.CC(C)O.CC(C)O.CO.CO.CO.CO.CO
C 1.805 4.976 2.652 -0.053
C 1.123 5.074 4.015 -0.519
C 0.237 6.206 4.155 -0.078
O 0.360 3.862 4.114 -0.072
H 2.560 5.739 2.463 0.078
H 1.051 4.999 1.865 0.080
H 2.396 4.063 2.583 0.077
H 1.823 4.967 4.845 0.142
H -0.351 6.342 3.248 0.087
H 0.854 7.095 4.286 0.095
H -0.496 6.058 4.948 0.093
H -0.448 4.027 3.624 0.077
C -2.888 -2.233 -6.379 -0.075
C -2.158 -2.987 -5.275 -0.472
C -1.159 -2.081 -4.531 -0.055
O -3.175 -3.496 -4.400 -0.059
H -2.244 -1.840 -7.167 0.074
H -3.409 -1.354 -6.000 0.075
H -3.620 -2.907 -6.823 0.079
H -1.688 -3.840 -5.765 0.134
H -0.633 -2.567 -3.709 0.076
H -1.594 -1.156 -4.153 0.071
H -0.388 -1.787 -5.244 0.069
H -3.472 -2.780 -3.833 0.077
C -1.978 2.926 -1.333 -0.056
C -3.300 3.247 -2.021 -0.514
C -3.450 2.810 -3.452 -0.049
O -4.264 2.550 -1.256 -0.070
H -1.185 3.474 -1.842 0.075
H -1.750 1.862 -1.388 0.083
H -1.958 3.291 -0.306 0.071
H -3.575 4.301 -1.999 0.131
H -2.678 3.193 -4.121 0.085
H -4.424 3.193 -3.757 0.083
H -3.481 1.721 -3.464 0.079
H -4.300 2.772 -0.323 0.087
C 3.604 0.102 -4.738 -0.056
C 3.610 1.081 -5.954 -0.511
C 2.230 1.476 -6.452 -0.053
O 4.300 2.187 -5.487 -0.047
H 3.037 0.496 -3.894 0.078
H 4.638 -0.141 -4.494 0.070
H 3.124 -0.847 -4.978 0.070
H 4.139 0.562 -6.754 0.128
H 1.675 0.668 -6.930 0.077
H 2.310 2.252 -7.213 0.076
H 1.622 1.878 -5.641 0.078
H 5.144 1.952 -5.094 0.090
C -6.867 -3.328 -0.933 -0.035
C -6.005 -2.205 -0.342 -0.525
C -4.960 -2.487 0.708 -0.062
O -5.467 -1.558 -1.454 -0.057
H -7.616 -2.954 -1.631 0.081
H -7.298 -3.852 -0.080 0.075
H -6.259 -4.081 -1.434 0.080
H -6.586 -1.426 0.153 0.126
H -4.423 -1.628 1.109 0.075
H -4.208 -3.154 0.288 0.081
H -5.378 -2.988 1.582 0.078
H -5.158 -0.678 -1.225 0.084
C 0.262 -4.052 6.677 -0.143
O -1.033 -4.380 7.243 -0.128
H 0.160 -3.060 6.237 0.064
H 1.025 -3.926 7.446 0.073
H 0.592 -4.644 5.824 0.073
H -0.944 -4.746 8.127 0.064
C 1.077 -0.630 1.109 -0.142
O 1.527 -1.596 2.087 -0.130
H 1.301 -0.924 0.084 0.075
H -0.001 -0.571 1.259 0.070
H 1.448 0.388 1.235 0.069
H 1.343 -1.228 2.954 0.061
C 5.431 -2.155 -0.506 -0.125
O 4.291 -3.078 -0.423 -0.141
H 5.959 -2.345 -1.440 0.073
H 5.212 -1.087 -0.495 0.068
H 5.993 -2.407 0.394 0.068
H 3.741 -2.768 0.300 0.049
C 1.883 0.285 7.302 -0.133
O 1.797 0.408 5.853 -0.143
H 2.345 1.190 7.696 0.071
H 0.892 0.178 7.742 0.073
H 2.538 -0.519 7.637 0.072
H 1.596 1.301 5.565 0.058
C 5.878 -2.090 4.425 -0.189
O 5.693 -0.748 4.118 -0.115
H 6.305 -2.131 5.427 0.078
H 4.927 -2.623 4.440 0.075
H 6.469 -2.581 3.652 0.079
H 4.944 -0.505 4.667 0.068


Table of ΔE to the lowest compared entry with this formula, charge and spin (kcal per mole), in record order: 9.9 77.2 36.7 108.3 27.2 73.5
Table of HOMO energy (eV), in record order: -6.472 -9.338 -8.837 -8.469 -8.934 -9.855
Table of largest force on an atom (eV/Å), in record order: 0.72 4.00 3.35 6.55 2.24 2.90